# 1
Entry from the OMol25 dataset: a 2-piece molecular cluster, C4H12 overall at a distorted geometry (ωB97M-V/def2-TZVPD).

Geometry as XYZ:
```
16
C4H12 ωB97M-V/def2-TZVPD
C 2.10 -0.21 1.75
C 3.04 -0.40 0.57
H 2.12 0.82 2.14
H 1.06 -0.44 1.50
H 2.37 -0.78 2.64
H 3.50 -1.39 0.61
H 3.82 0.35 0.54
H 2.54 -0.32 -0.39
C -2.86 1.00 -1.12
C -2.32 -0.44 -1.21
H -2.25 1.55 -0.40
H -2.77 1.56 -2.04
H -3.88 1.02 -0.75
H -2.84 -1.16 -0.59
H -2.35 -0.75 -2.26
H -1.27 -0.41 -1.00
```

Summary:
Multiplicity: 1
DFT total energy in a.u.: -159.5751
SMILES string: CC.CC
LUMO energy in eV: 1.05
Relative energy (zero: lowest compared OMol25 entry of this formula, charge and spin) in kJ/mol: 26.01



# 2
Entry from the OMol25 dataset: C9H18NO8PRe as an isolated structure at a distorted geometry (ωB97M-V/def2-TZVPD).

Geometry as XYZ:
```
38
C9H18NO8PRe ωB97M-V/def2-TZVPD
Re -0.29 0.11 -0.20
O 2.05 -0.85 0.40
C 2.12 -1.08 1.80
C 1.40 0.07 2.49
N -0.01 0.19 2.08
C -0.52 1.53 2.40
C -0.03 2.51 1.28
O 0.45 3.57 1.48
O -0.24 1.94 0.09
C -0.82 -0.93 2.57
C -0.77 -2.09 1.52
O -0.69 -3.24 1.81
O -0.83 -1.58 0.31
H 2.47 -1.59 -0.06
H 3.18 -1.07 2.11
H 1.70 -2.06 2.06
H 1.92 1.00 2.22
H 1.47 -0.06 3.57
H -0.16 1.91 3.37
H -1.61 1.55 2.41
H -1.88 -0.65 2.66
H -0.48 -1.32 3.54
C -1.18 -1.90 -4.13
O -0.68 -1.41 -2.86
P -0.33 0.10 -2.59
O 0.94 0.53 -3.41
C 2.23 -0.09 -3.33
O -1.48 0.94 -3.23
C -1.47 2.36 -3.43
H -1.12 -2.98 -4.06
H -0.58 -1.53 -4.96
H -2.22 -1.60 -4.26
H 2.70 0.09 -4.29
H 2.14 -1.17 -3.16
H 2.82 0.38 -2.54
H -2.39 2.59 -3.97
H -0.60 2.65 -4.02
H -1.47 2.88 -2.47
```

Summary:
Multiplicity: 2
DFT total energy in a.u.: -1429.4380
Charge: +2
LUMO energy (alpha / beta) in eV: -10.30 / -9.95
Expectation value of S²: 0.971



# 3
Entry from the OMol25 dataset: one molecule with the formula C2H6BClO2 at a distorted geometry (ωB97M-V/def2-TZVPD).

Geometry as XYZ:
```
12
C2H6BClO2 ωB97M-V/def2-TZVPD
B -0.05 1.18 0.23
C 0.61 -1.49 -0.20
C 1.13 -0.04 -0.10
O -1.34 0.79 -0.28
O 0.44 2.48 -0.05
Cl 2.71 0.08 0.32
H 0.40 -1.86 0.83
H 1.43 -2.10 -0.64
H -0.37 -1.42 -0.72
H 0.00 1.14 1.43
H -1.08 0.58 -1.18
H -0.15 3.05 -0.58
```

Summary:
Multiplicity: 1
DFT total energy in a.u.: -715.2970
LUMO energy in eV: -1.59
Relative energy (zero: lowest compared OMol25 entry of this formula, charge and spin) in kJ/mol: 323.17



# 4
Entry from the OMol25 dataset: one molecule with the formula C3H3NO2 at a distorted geometry (ωB97M-V/def2-TZVPD).

Geometry as XYZ:
```
9
C3H3NO2 ωB97M-V/def2-TZVPD
C -1.01 1.21 0.12
C 1.41 -0.30 0.04
C 0.10 -0.87 -0.09
N -0.09 1.99 -0.01
O 2.51 -0.49 0.27
O -0.98 -0.14 0.28
H -2.06 1.44 0.17
H -0.17 -1.10 -1.19
H 0.29 -1.74 0.43
```

Summary:
Multiplicity: 1
DFT total energy in a.u.: -321.1871
LUMO energy (alpha / beta) in eV: -0.57 / -0.10
Relative energy (zero: lowest compared OMol25 entry of this formula, charge and spin) in kJ/mol: 500.25



# 5
Entry from the OMol25 dataset: a 3-piece molecular cluster, C15H19NO7S overall at a distorted geometry (ωB97M-V/def2-TZVPD).

Geometry as XYZ:
```
43
C15H19NO7S ωB97M-V/def2-TZVPD
C -0.32 0.51 1.50
C -0.28 1.85 0.83
O -0.80 2.81 1.34
O 0.38 2.02 -0.33
C 0.87 0.86 -1.00
C 1.92 1.33 -2.00
C 3.04 1.88 -1.21
C 3.44 3.12 -1.02
N 2.91 4.29 -1.57
C 2.02 4.88 -0.97
S 0.83 5.58 -0.30
C 4.59 3.04 -0.04
O 5.49 3.78 0.18
O 4.46 1.79 0.57
C 3.97 0.99 -0.46
O 4.31 -0.14 -0.68
H -0.54 -0.27 0.79
H 0.68 0.30 1.88
H -1.01 0.53 2.33
H 0.07 0.33 -1.50
H 1.36 0.17 -0.33
H 1.51 2.06 -2.69
H 2.28 0.43 -2.50
C -4.26 0.58 1.34
C -4.28 -0.58 0.38
C -5.54 -1.42 0.34
O -3.34 -0.84 -0.33
H -3.30 1.09 1.26
H -5.06 1.28 1.08
H -4.40 0.23 2.36
H -6.39 -0.79 0.05
H -5.73 -1.85 1.32
H -5.43 -2.22 -0.39
C 1.34 -4.24 0.96
C 0.81 -3.14 0.08
C -0.09 -3.55 -1.06
O 1.09 -1.98 0.27
H 1.97 -3.81 1.73
H 0.51 -4.78 1.43
H 1.93 -4.94 0.37
H -0.98 -4.06 -0.68
H 0.44 -4.22 -1.74
H -0.41 -2.67 -1.61
```

Summary:
Multiplicity: 1
DFT total energy in a.u.: -1562.5861
SMILES string: CC(=O)OCCC1=C(N=C=S)C(=O)OC1=O.CC(C)=O.CC(C)=O
LUMO energy in eV: -0.17



# 6
Entry from the OMol25 dataset: one molecule with the formula C6H10Si at a distorted geometry (ωB97M-V/def2-TZVPD).

Geometry as XYZ:
```
17
C6H10Si ωB97M-V/def2-TZVPD
C -0.75 0.35 -2.24
C -1.67 -0.45 -1.63
C 0.36 0.89 -1.57
C -0.47 -0.50 0.37
C 0.47 0.49 -0.18
C 1.78 0.62 0.59
Si -0.69 -1.19 2.04
H -1.07 0.79 -3.15
H -2.62 -0.96 -1.80
H 1.08 1.40 -2.15
H -0.33 1.08 0.34
H 2.49 0.34 -0.10
H 1.86 -0.14 1.39
H 2.03 1.54 0.92
H -1.88 -2.01 2.02
H -1.06 -0.05 2.95
H 0.48 -2.21 2.20
```

Summary:
Multiplicity: 1
DFT total energy in a.u.: -523.8197
LUMO energy (alpha / beta) in eV: 0.49 / 0.00
Relative energy (zero: lowest compared OMol25 entry of this formula, charge and spin) in kJ/mol: 557.26



# 7
Entry from the OMol25 dataset: one molecule with the formula C27H29N3O4 at a distorted geometry (ωB97M-V/def2-TZVPD).

Geometry as XYZ:
```
63
C27H29N3O4 ωB97M-V/def2-TZVPD
C 5.96 -3.84 0.88
C 4.87 -2.81 1.09
O 4.77 -2.13 2.08
N 4.01 -2.75 0.02
C 2.89 -1.94 -0.16
C 2.39 -1.10 0.83
C 1.27 -0.34 0.59
C 0.63 -0.39 -0.64
N -0.54 0.38 -0.87
C -0.51 1.72 -1.03
O -1.54 2.40 -1.03
C 0.78 2.38 -1.20
C 1.02 3.73 -1.17
C 2.40 3.89 -1.40
C 2.90 2.64 -1.56
O 1.94 1.72 -1.45
C -1.84 -0.28 -0.73
C -2.24 -0.22 0.77
O -2.15 -1.15 1.54
N -2.69 1.00 1.10
C -3.00 1.39 2.46
C -1.78 2.05 3.13
C -1.46 3.40 2.49
C -2.67 4.32 2.58
C -3.87 3.69 1.87
C -4.20 2.33 2.48
C -1.84 -1.67 -1.30
C -1.23 -2.74 -0.64
C -1.25 -4.00 -1.20
C -1.85 -4.22 -2.43
C -2.46 -3.16 -3.09
C -2.46 -1.90 -2.52
C 1.12 -1.23 -1.64
C 2.24 -2.00 -1.40
H 5.53 -4.83 0.75
H 6.61 -3.85 1.75
H 6.55 -3.59 0.00
H 4.22 -3.36 -0.76
H 2.89 -1.06 1.79
H 0.88 0.31 1.36
H 0.29 4.50 -1.00
H 2.95 4.81 -1.44
H 3.89 2.28 -1.76
H -2.55 0.34 -1.29
H -2.63 1.74 0.41
H -3.24 0.46 2.99
H -0.93 1.38 3.05
H -2.00 2.19 4.19
H -1.19 3.27 1.45
H -0.61 3.85 3.01
H -2.44 5.29 2.13
H -2.92 4.49 3.63
H -3.63 3.58 0.81
H -4.74 4.34 1.95
H -4.51 2.47 3.52
H -5.03 1.87 1.94
H -0.77 -2.58 0.32
H -0.78 -4.82 -0.68
H -1.86 -5.21 -2.86
H -2.95 -3.33 -4.04
H -2.94 -1.08 -3.04
H 0.63 -1.27 -2.60
H 2.62 -2.65 -2.17
```

Summary:
Multiplicity: 1
DFT total energy in a.u.: -1511.5609
SMILES string: CC(=O)Nc1ccc(N(C(=O)c2ccco2)[C@H](C(=O)NC2CCCCC2)c2ccccc2)cc1
LUMO energy in eV: 0.54
Relative energy (zero: lowest compared OMol25 entry of this formula, charge and spin) in kJ/mol: 167.86



# 8
Entry from the OMol25 dataset: a 2-piece molecular cluster, C2H4BrCl overall at a distorted geometry (ωB97M-V/def2-TZVPD).

Geometry as XYZ:
```
8
C2H4BrCl ωB97M-V/def2-TZVPD
C -1.22 -0.47 -0.43
C 1.05 0.58 0.56
Cl 1.45 2.11 -0.06
Br 2.24 -0.85 0.00
H -2.10 0.06 -0.35
H -1.00 -0.64 -1.48
H -1.21 -1.35 0.17
H 0.80 0.57 1.60
```

Summary:
Multiplicity: 1
DFT total energy in a.u.: -3112.6641
LUMO energy (alpha / beta) in eV: -0.42 / -0.06
Relative energy (zero: lowest compared OMol25 entry of this formula, charge and spin) in kJ/mol: 392.31



# 9
Entry from the OMol25 dataset: C4H7NS3 as an isolated structure at a distorted geometry (ωB97M-V/def2-TZVPD).

Geometry as XYZ:
```
15
C4H7NS3 ωB97M-V/def2-TZVPD
C 3.08 -0.59 -0.48
C 0.43 -0.14 0.23
C -1.66 -0.53 1.07
C -0.80 0.69 0.74
H 3.56 -1.35 0.27
H 4.02 0.21 -1.19
H 2.22 -0.89 -1.35
H -2.80 -0.21 1.24
H -1.28 -0.89 2.07
H -0.77 1.51 1.50
H -1.52 0.99 -1.66
N 0.29 -1.19 -0.47
S 2.10 0.66 0.45
S -1.39 -1.67 -0.29
S -1.44 1.78 -0.59
```

Summary:
Multiplicity: 1
DFT total energy in a.u.: -1405.8192
LUMO energy in eV: 0.66
Relative energy (zero: lowest compared OMol25 entry of this formula, charge and spin) in kJ/mol: 273.74



Please write out number 8 again, unchanged.
Entry from the OMol25 dataset: a 2-piece molecular cluster, C2H4BrCl overall at a distorted geometry (ωB97M-V/def2-TZVPD).

Geometry as XYZ:
```
8
C2H4BrCl ωB97M-V/def2-TZVPD
C -1.22 -0.47 -0.43
C 1.05 0.58 0.56
Cl 1.45 2.11 -0.06
Br 2.24 -0.85 0.00
H -2.10 0.06 -0.35
H -1.00 -0.64 -1.48
H -1.21 -1.35 0.17
H 0.80 0.57 1.60
```

Summary:
Multiplicity: 1
DFT total energy in a.u.: -3112.6641
LUMO energy (alpha / beta) in eV: -0.42 / -0.06
Relative energy (zero: lowest compared OMol25 entry of this formula, charge and spin) in kJ/mol: 392.31